Molecular formula: C2H6N2S3
Method: DFT, ωB97M-V/def2-TZVPD

Results
orbital gap (spin up / spin down) = 7.396 / 5.911 eV
energy relative to the best compared isomer or geometry (same formula, charge and spin) = 39.75 kcal per mole
HOMO (spin up / spin down) = -0.252 / -0.320 hartree
electronic energy = -1383.707173 Eh
spin multiplicity = 3
LUMO energy (spin up / spin down) = 0.545 / -2.798 eV

Atoms and positions in Å:
C (-0.13, -1.25, -1.57)
C (-0.86, 1.01, 1.00)
N (1.38, 0.82, 1.18)
N (0.27, 1.54, 0.87)
S (-1.40, -0.47, -2.37)
S (1.48, -0.85, -1.56)
S (-1.18, -0.68, 1.70)
H (-0.38, -2.16, -1.12)
H (-1.85, 1.42, 0.95)
H (1.31, -0.16, 1.16)
H (-0.86, 0.75, -2.51)
H (2.10, 1.21, 0.58)
H (0.12, -1.16, 1.69)